Entry 1:
4 unconnected molecules or ions with the total composition C14H20ClN4 in a non-equilibrium geometry. Source: OMol25; level of theory: ωB97M-V with the def2-TZVPD basis set.

Computed properties:
- Net charge: +1
- LUMO: -4.860 eV
- Orbital gap: 8.413 eV

Each line ends with the natural charge from an NBO analysis.
Atoms and positions in Å:
C: -0.858 0.446 1.287  0.085
H: 0.883 2.289 -4.858  0.244
H: 1.221 -3.275 1.229  0.271
H: 1.264 -4.402 2.606  0.265
H: -3.062 -4.621 -1.609  0.271
H: -0.015 3.763 4.009  0.244
H: 0.059 2.896 -6.315  0.270
H: -2.869 -3.076 -2.472  0.267
H: 1.989 1.178 -2.022  0.279
N: -1.783 0.354 -5.245  -0.352
C: 1.616 1.003 0.370  0.075
H: 2.083 2.487 4.269  0.251
H: -3.177 -3.083 -0.718  0.253
H: -0.825 0.634 -2.631  0.288
C: -1.172 -3.643 -1.273  0.311
H: 2.543 2.620 2.446  0.228
C: -1.424 0.389 -0.264  -0.228
C: 0.437 3.525 2.949  -0.387
H: 1.834 0.023 3.281  0.261
C: -0.165 -2.803 2.809  0.334
H: 1.113 1.465 -6.419  0.267
C: 0.610 -3.803 1.967  -0.718
H: 0.115 0.775 3.720  0.263
H: -0.414 3.114 2.219  0.220
H: 2.746 1.232 0.632  0.274
N: -0.808 -1.974 3.508  -0.416
H: -1.549 0.252 2.213  0.297
H: -2.561 0.149 -0.418  0.275
H: -0.084 -4.467 1.444  0.274
C: 0.393 1.997 -5.791  -0.713
C: 1.639 2.398 3.180  -0.438
C: -2.669 -3.603 -1.535  -0.718
C: -0.414 0.671 -1.536  -0.109
C: 1.170 0.969 -1.211  -0.221
Cl: 1.180 5.080 2.222  -0.060
N: 0.631 0.772 1.510  -0.370
C: 1.048 0.845 2.993  -0.242
N: 0.069 -3.676 -1.055  -0.381
C: -0.796 1.099 -5.492  0.291

***

Entry 2:
C14H20ClNO2S in the gas phase in a non-equilibrium geometry. Source: OMol25; level of theory: ωB97M-V with the def2-TZVPD basis set.

Computed properties:
- Energy above the lowest of the compared OMol25 structures with the same formula, charge and spin: 2.213 eV
- LUMO: 0.215 eV
- Orbital gap: 8.276 eV
- SMILES: CCN(CC)CCSC(=O)COc1ccc(Cl)cc1

Each line ends with the natural charge from an NBO analysis.
Atoms and positions in Å:
H: 0.385 0.924 -4.148  0.227
C: 1.830 -1.235 3.163  -0.609
C: -2.640 0.439 -0.958  0.378
H: 0.861 -1.371 3.674  0.209
H: 2.219 -0.763 -4.131  0.229
H: -1.160 2.639 4.097  0.210
H: 1.783 -1.751 2.199  0.202
C: -1.129 -0.379 -3.413  0.292
H: -2.330 -2.043 -2.699  0.231
C: -0.492 1.793 3.892  -0.615
S: -1.452 1.516 -0.223  0.163
C: -0.304 -2.652 -2.986  -0.216
H: 0.147 -0.305 -0.782  0.225
H: -1.125 0.887 3.730  0.214
Cl: 2.265 -3.444 -3.315  0.007
H: -0.575 -0.574 0.801  0.241
H: 0.098 1.644 4.777  0.200
O: -1.987 0.676 -3.416  -0.485
C: 1.113 0.833 0.713  -0.226
H: 2.199 0.654 4.035  0.203
H: 1.091 2.903 2.915  0.166
H: -3.751 -0.090 -2.698  0.196
C: 0.367 2.103 2.685  -0.206
C: 1.215 -1.019 -3.824  -0.212
C: 0.173 -0.071 -3.830  -0.241
H: -3.512 1.655 -2.505  0.215
C: -3.044 0.705 -2.435  -0.158
C: 2.123 0.256 3.001  -0.207
H: -0.518 -3.636 -2.701  0.226
H: 2.612 -1.679 3.820  0.205
H: -0.287 2.518 1.937  0.200
H: 3.096 0.365 2.492  0.177
O: -3.018 -0.604 -0.402  -0.521
H: 1.969 0.224 0.402  0.211
C: 0.972 -2.303 -3.355  -0.069
C: -0.166 0.207 0.149  -0.489
N: 1.074 0.922 2.175  -0.489
H: 1.258 1.791 0.201  0.186
C: -1.361 -1.733 -3.037  -0.269

***

Entry 3:
A molecular structure, C14H20CuO3. Source: OMol25; level of theory: ωB97M-V with the def2-TZVPD basis set.

Computed properties:
- Net charge: -1
- LUMO: 3.103 eV
- Orbital gap: 7.551 eV

Each line ends with the natural charge from an NBO analysis.
Atoms and positions in Å:
C: -0.350 -2.821 3.768  -0.618
H: -0.910 -0.187 3.912  0.191
C: -0.908 -1.939 2.687  -0.023
C: 2.347 1.453 -2.038  0.265
H: 2.160 -0.649 -2.548  0.199
H: 3.763 0.020 -2.918  0.180
C: 2.938 0.031 -2.206  -0.630
H: -1.135 -3.086 4.478  0.206
H: -1.469 2.267 1.479  0.231
C: -1.161 -0.598 2.941  -0.236
H: 2.622 1.949 -4.157  0.185
H: 3.294 -0.317 -1.240  0.203
H: 3.087 3.408 -1.502  0.200
C: -2.056 -0.324 0.732  -0.072
H: 4.302 2.400 -2.324  0.178
H: 0.049 -3.739 3.344  0.205
C: -2.819 0.511 -0.287  0.757
H: -1.647 1.978 3.222  0.199
H: -0.985 -3.492 1.225  0.190
C: -1.198 -2.450 1.433  -0.230
H: -1.954 -3.284 -0.954  0.198
C: -1.737 0.218 1.980  0.008
C: 1.825 1.926 -3.413  -0.638
Cu: -0.350 1.195 -1.189  0.745
O: -2.144 1.070 -1.213  -0.826
C: 3.487 2.402 -1.603  -0.623
H: 0.436 -2.306 4.316  0.208
O: -4.040 0.577 -0.174  -0.686
H: 3.856 2.085 -0.631  0.202
C: -2.028 -2.198 -0.928  -0.641
H: -3.055 1.896 2.138  0.231
H: -1.286 -1.773 -1.607  0.229
C: -1.992 1.675 2.233  -0.643
H: 1.037 1.259 -3.758  0.203
C: -1.770 -1.659 0.448  0.000
H: 1.404 2.923 -3.313  0.203
O: 1.398 1.473 -1.045  -0.982
H: -3.010 -1.897 -1.289  0.229

***

Entry 4:
A molecular structure, C14H20FN4O2Se4SiW in a non-equilibrium geometry. Source: OMol25; level of theory: ωB97M-V with the def2-TZVPD basis set.

Computed properties:
- Net charge: +1
- LUMO: -4.995 eV
- Orbital gap: 6.485 eV

Each line ends with the natural charge from an NBO analysis.
Atoms and positions in Å:
Se: 1.985 -1.743 -1.068  0.011
H: -1.110 4.914 -1.661  0.250
N: -1.295 -1.414 -0.782  -0.193
C: 1.794 4.779 0.115  -0.195
O: -0.263 -5.355 -0.424  -0.533
H: 0.687 -5.390 -0.245  0.491
H: 2.702 2.983 0.851  0.229
C: 3.166 0.418 1.774  -1.151
N: 0.811 1.171 0.061  -0.894
F: -1.103 2.314 -1.390  -0.327
Si: 1.337 0.615 1.746  1.816
C: -3.570 -1.956 -0.185  -0.680
H: -0.372 2.030 2.787  0.257
C: -0.179 3.175 -0.860  0.436
C: 0.529 -1.025 2.116  -1.144
C: -2.900 -4.774 -0.700  -0.685
C: 0.728 5.335 -0.582  -0.161
C: -0.281 4.523 -1.087  -0.270
C: 0.690 1.835 2.964  -1.149
H: 1.229 -1.859 2.046  0.257
Se: 0.695 -1.064 -4.469  0.156
O: -1.572 -0.078 -0.603  -0.494
N: -0.551 -4.005 -0.435  -0.084
C: -2.157 -2.311 -0.539  0.326
H: -3.606 -4.498 -1.482  0.236
H: 2.592 5.411 0.480  0.236
H: 0.159 -0.985 3.145  0.262
H: -0.330 -1.261 1.488  0.232
N: 2.129 2.044 -2.966  -0.317
C: 1.853 3.412 0.335  -0.188
H: 3.701 1.364 1.872  0.253
H: 0.794 1.398 3.961  0.260
W: 0.184 -0.010 -1.347  1.205
H: 0.690 6.402 -0.754  0.236
H: -2.496 -5.751 -0.929  0.265
C: 0.842 2.587 -0.145  0.013
H: 3.420 -0.200 2.641  0.263
H: -3.853 -2.462 0.739  0.252
C: -1.798 -3.754 -0.582  0.155
H: -4.230 -2.329 -0.969  0.257
H: 3.537 -0.084 0.878  0.253
H: 1.214 2.791 2.954  0.258
H: -3.453 -4.849 0.238  0.246
C: 1.556 1.174 -2.469  -0.086
H: -3.717 -0.889 -0.076  0.257
Se: 0.897 -2.750 -2.880  0.134
Se: -1.084 0.121 -3.561  0.050

***

Entry 5:
A molecular structure, C14H20FeNO4 in a non-equilibrium geometry. Source: OMol25; level of theory: ωB97M-V with the def2-TZVPD basis set.

Computed properties:
- <S²>: 6.094
- Energy above the lowest of the compared OMol25 structures with the same formula, charge and spin: 0.973 eV
- Net charge: +1
- LUMO (alpha / beta): -3.778 / -6.971 eV
- Orbital gap (alpha / beta): 7.229 / 4.378 eV
- Multiplicity: 5

Each line ends with the Löwdin spin population.
Atoms and positions in Å:
H: 0.977 -1.671 2.129  0.004
C: 2.265 1.105 1.855  0.015
H: 2.357 -1.646 0.082  0.009
C: -0.562 -5.539 4.728  0.001
H: -0.277 -2.097 1.002  0.060
H: 1.578 -0.400 -1.957  -0.002
H: -0.959 -3.459 2.033  0.002
H: 0.003 -4.843 5.367  0.000
C: -0.038 -6.963 4.960  0.000
H: 0.997 -7.013 4.595  0.000
C: -0.451 -5.090 3.261  0.001
H: -1.151 -5.693 2.661  0.000
H: -3.406 0.043 1.209  0.001
C: -3.311 0.791 0.408  0.000
Fe: 1.224 1.114 0.453  2.617
C: -0.199 0.017 1.387  0.232
H: -0.481 -2.986 3.598  0.000
H: -0.583 0.287 2.374  0.004
H: 0.511 -6.750 7.060  0.000
H: 0.341 -8.421 6.504  0.000
C: 0.586 2.712 0.874  0.055
C: 0.473 -1.303 1.217  0.116
H: -1.105 -7.449 6.803  0.000
C: 1.408 -1.099 0.094  0.305
H: -0.638 0.802 -1.913  0.012
O: 2.987 1.271 2.752  -0.021
C: -0.887 0.473 0.214  0.057
O: 3.378 2.528 -0.952  0.072
C: 0.991 -0.384 -1.032  0.057
C: 2.516 1.884 -0.516  0.096
N: -0.807 -3.723 2.992  0.010
H: -1.620 -5.498 5.034  0.000
H: -0.626 -7.663 4.350  0.000
H: -3.581 0.348 -0.560  0.000
O: 0.337 3.787 1.238  0.027
O: -1.977 1.322 0.357  -0.007
C: -0.243 0.297 -1.027  0.277
H: 0.574 -5.300 2.902  0.000
H: -3.938 1.657 0.617  0.000
C: -0.079 -7.415 6.420  0.000

***

Entry 6:
A molecular structure, C14H20MoN8S2. Source: OMol25; level of theory: ωB97M-V with the def2-TZVPD basis set.

Computed properties:
- <S²>: 2.020
- Net charge: +4
- LUMO (alpha / beta): -14.669 / -14.460 eV
- Orbital gap (alpha / beta): 6.120 / 6.565 eV
- Multiplicity: 3

Each line ends with the natural charge from an NBO analysis.
Atoms and positions in Å:
H: 1.478 3.881 -1.761  0.470
C: 1.681 -3.999 -0.418  -0.198
N: 2.189 3.371 -1.245  -0.661
H: -0.465 0.933 6.714  0.264
C: -4.492 -3.091 0.006  0.019
H: 0.885 -5.781 -1.347  0.293
H: -4.988 -0.081 1.140  0.243
N: -4.195 -1.750 0.124  -0.256
C: -0.626 1.522 5.817  -0.420
S: 0.250 1.661 -0.744  0.158
H: 2.718 -4.306 -0.429  0.291
H: 3.787 1.880 0.100  0.450
N: 2.818 1.574 0.052  -0.399
H: 2.803 0.332 1.585  0.427
H: 3.117 3.787 -1.244  0.462
H: -3.162 -4.819 -0.170  0.281
C: 1.330 -2.769 0.058  0.059
H: -5.507 -3.456 0.026  0.297
C: -5.201 -0.675 0.255  -0.425
C: 0.664 -4.816 -0.907  -0.018
C: 1.908 2.254 -0.642  0.379
H: -0.075 2.457 5.885  0.261
C: -3.331 -3.760 -0.109  -0.031
C: 0.747 -0.327 4.732  0.013
N: 0.049 -2.294 0.131  -0.543
H: 1.610 -1.546 3.126  0.249
S: -2.151 -0.033 0.252  0.149
H: -1.689 1.711 5.691  0.254
C: -2.876 -1.591 0.090  0.256
H: -1.074 1.750 3.047  0.259
N: -0.127 0.744 4.656  -0.243
C: -0.645 -4.376 -0.819  -0.218
Mo: 0.121 -0.212 0.610  1.137
H: -1.436 -4.999 -1.207  0.278
C: -0.413 0.970 3.392  0.267
N: 2.514 0.310 0.604  -0.640
H: 2.099 -2.107 0.428  0.195
C: 0.991 -0.733 3.469  -0.110
H: -6.175 -1.141 0.362  0.274
H: 1.112 -0.701 5.676  0.293
N: 0.259 0.094 2.601  -0.581
C: -0.938 -3.142 -0.258  0.419
H: -5.190 -0.056 -0.640  0.258
N: -2.301 -2.813 -0.069  -0.333
H: 3.117 -0.366 0.132  0.422